Entry 1:
Here is C23H26Cl2N4O7PtS3 as an isolated structure from the OMol25 dataset. Energies are from ωB97M-V/def2-TZVPD.

```
66
Properties=species:S:1:pos:R:3:forces:R:3
Pt 1.756193 -0.316212 -1.227475 0.997 -2.040 -2.624
C -1.057054 2.504463 -3.911371 0.059 -0.014 0.053
C -0.833950 3.469229 -2.794070 0.257 -0.036 -0.039
C -1.870363 4.175047 -2.217092 0.128 0.009 0.105
C -1.618614 5.021863 -1.147637 0.190 0.002 0.085
Cl -2.945146 5.900122 -0.433734 -0.215 0.139 0.121
C -0.346332 5.170302 -0.634264 -0.327 0.067 -0.137
C 0.704677 4.487556 -1.225187 0.260 -0.250 -0.168
C 0.478027 3.639636 -2.306275 -0.501 0.478 0.186
O 1.437154 2.977670 -2.973299 -0.115 -0.302 -0.115
C 2.790992 3.288977 -2.701031 0.555 -0.016 0.505
C 3.369899 2.805229 -1.301735 -0.585 1.124 -1.210
O 3.924936 3.693425 -0.650839 0.355 0.244 0.264
O 3.275108 1.600389 -1.031917 -0.826 -2.136 0.365
H -2.103407 2.473190 -4.203850 -0.109 -0.011 -0.028
H -0.745205 1.517195 -3.577400 0.030 -0.194 -0.088
H -0.445839 2.762280 -4.774649 0.042 -0.015 -0.100
H -2.878858 4.065927 -2.593700 -0.025 -0.043 0.002
H -0.172523 5.802557 0.224150 0.005 0.043 0.021
H 1.695383 4.584321 -0.812663 0.203 0.034 0.040
H 2.956736 4.372448 -2.788393 -0.101 -0.177 0.064
H 3.358021 2.773401 -3.480782 -0.060 0.022 0.048
C -1.785805 0.955614 1.140551 0.107 -0.017 -0.186
C -2.795693 0.724478 0.022577 0.082 0.013 -0.043
C -1.882813 0.307125 -1.129196 -0.303 -0.187 -0.214
O -0.619267 0.931152 -0.907046 -0.077 -0.032 -0.155
C -0.606853 1.543826 0.376739 0.023 0.489 0.450
H -1.513167 -0.007710 1.567906 0.056 0.017 0.085
H -2.152749 1.615164 1.926974 0.051 0.005 0.046
H -3.326446 1.650688 -0.218053 -0.014 0.011 -0.001
H -3.505170 -0.058410 0.280035 -0.082 -0.014 -0.061
H -2.265439 0.636504 -2.103152 0.028 -0.069 0.057
H -1.746178 -0.779236 -1.135494 0.003 0.163 -0.057
H -0.730769 2.629761 0.247332 -0.022 -0.112 0.040
H 0.357660 1.354383 0.850876 -0.067 -0.010 -0.039
O 0.904835 -0.441909 3.016322 0.019 -0.564 0.014
S 1.136406 -1.307969 1.826329 1.878 2.354 -0.541
N 1.819390 -0.584455 0.709890 -1.292 -0.644 2.720
Cl 0.751952 -1.457912 -4.210997 -0.440 -0.364 -0.188
C 1.859624 -0.353793 -3.317751 0.195 1.282 0.501
H 1.618460 0.632742 -3.731304 0.134 -0.164 0.016
H 2.856388 -0.632135 -3.692736 -0.148 0.057 0.320
N 0.955948 -3.435218 6.480282 0.138 -0.021 0.261
C 0.296806 -3.382431 5.246329 -0.333 0.056 -0.173
C 0.318466 -4.474622 4.380017 0.042 0.068 0.011
C -0.365034 -4.425719 3.178083 0.043 -0.154 0.001
C -1.082170 -3.293237 2.843285 -0.543 -0.010 -0.532
C -1.140215 -2.218998 3.711494 -0.147 -0.073 0.125
C -0.453330 -2.259053 4.907048 -0.017 -0.297 0.071
S -1.906296 -3.163666 1.252652 -0.180 0.111 0.004
O -3.007828 -2.246589 1.438475 0.279 0.112 0.060
O -2.279782 -4.507651 0.844614 0.316 0.009 0.160
N -0.837763 -2.476489 0.277306 -1.735 0.549 0.783
C 0.037652 -3.168782 -0.393332 0.038 -1.539 0.135
S 0.185487 -4.957749 -0.264598 0.508 0.408 -0.741
C 1.546425 -4.869993 -1.352311 -0.157 0.007 0.239
C 1.770660 -3.594115 -1.724731 0.378 -0.621 -0.187
N 0.934729 -2.663778 -1.195879 0.719 2.189 -0.164
H 1.737891 -4.075053 6.496087 -0.022 0.162 -0.019
H 1.210657 -2.519833 6.824669 0.087 -0.126 -0.032
H 0.883018 -5.357243 4.651919 0.049 -0.085 0.000
H -0.350182 -5.258612 2.491539 0.028 -0.082 0.032
H -1.712455 -1.352188 3.426246 -0.020 0.144 0.027
H -0.462278 -1.402175 5.564200 0.005 0.105 0.049
H 2.067230 -5.760098 -1.647007 0.158 -0.073 -0.132
H 2.548160 -3.263634 -2.392976 0.018 0.018 -0.090
```
Forces are in eV/Å.

Values from the calculation:
E_HOMO ... -2.12 eV
Orbital gap ... 6.32 eV
2S+1 ... 1
Total charge ... -2
LUMO ... 4.2 eV

=====

Entry 2:
Here is one molecule with the formula C23H26ClN3O5S from the OMol25 dataset. Energies are from ωB97M-V/def2-TZVPD.

```
59
Properties=species:S:1:pos:R:3:forces:R:3
C -8.100582 -0.267201 2.280712 -0.166 0.363 -0.034
H -8.502449 -0.649172 3.215357 0.030 0.006 -0.049
H -8.906539 0.041271 1.611520 0.052 -0.012 0.092
H -7.447817 0.588103 2.464349 -0.066 -0.055 0.004
O -7.357592 -1.332157 1.702064 0.066 -0.336 0.122
C -6.804755 -1.087693 0.515081 0.071 -0.302 -0.080
O -6.932245 -0.054051 -0.087547 -0.015 0.150 -0.031
C -6.026228 -2.287360 0.012568 0.179 0.261 -0.039
C -4.962542 -1.816997 -0.973684 -0.257 -0.011 0.353
C -3.954400 -0.940928 -0.245170 -0.069 -0.180 -0.422
O -3.921165 -0.862666 0.964100 -0.060 -0.002 0.297
N -3.081994 -0.268320 -1.050851 0.065 0.016 0.088
C -2.082944 0.598525 -0.612626 0.466 0.371 0.096
C -1.778445 0.985640 0.684219 -0.063 -0.048 0.144
C -0.725428 1.870107 0.869418 -0.012 0.029 0.043
C -0.011945 2.348506 -0.212132 0.638 0.513 0.125
C -0.312220 1.966416 -1.511110 -0.155 -0.083 -0.076
C -1.355989 1.090240 -1.702682 -0.047 -0.020 0.240
C -1.889915 0.512318 -2.978423 0.065 -0.013 -0.037
H -1.135600 -0.106401 -3.467919 -0.049 0.002 -0.027
H -2.183672 1.294874 -3.677817 -0.022 -0.057 -0.031
C -3.095133 -0.321965 -2.511049 -0.299 -0.182 -0.508
H -4.033165 0.100055 -2.884631 0.088 -0.085 -0.011
H -3.023721 -1.358944 -2.848718 -0.053 0.117 -0.020
H 0.257288 2.375989 -2.329716 0.039 0.025 -0.179
S 1.408631 3.398604 0.064284 0.157 -0.086 0.033
O 1.667429 4.161226 -1.120853 -0.092 -0.303 -0.188
O 1.267011 4.079722 1.316046 -0.143 -0.310 0.138
N 2.680977 2.329868 0.235902 -0.538 0.811 -0.056
C 2.662949 1.515900 1.426026 0.061 -0.172 0.653
H 1.916032 0.710328 1.341621 0.083 0.025 0.044
C 4.046589 0.893439 1.629261 -0.318 0.061 0.001
N 4.363723 0.116073 0.450789 -0.186 0.009 0.069
C 5.263436 -0.940857 0.555343 0.172 -0.260 0.034
C 6.202409 -1.032622 1.586179 -0.093 0.125 -0.115
C 7.054654 -2.115112 1.693086 0.053 -0.080 0.011
C 7.003220 -3.141087 0.766447 -0.001 -0.004 0.007
C 6.072345 -3.086154 -0.256683 0.066 0.020 0.030
C 5.209364 -2.011058 -0.348516 0.083 0.033 0.036
Cl 3.997915 -2.047477 -1.589267 -0.157 -0.101 -0.118
H 5.997994 -3.886945 -0.976045 -0.037 -0.045 -0.070
H 7.672099 -3.983829 0.840648 0.061 -0.085 0.008
H 7.770987 -2.149560 2.500027 0.060 0.003 0.072
H 6.272952 -0.231778 2.305191 -0.010 0.106 0.067
C 4.411081 0.959124 -0.729384 -0.147 0.193 -0.203
H 5.145191 1.767850 -0.587890 -0.003 -0.039 -0.049
C 3.034092 1.581054 -0.945647 0.290 -0.161 -0.600
H 2.302595 0.781377 -1.142513 0.090 0.012 -0.012
H 3.046464 2.280864 -1.780868 0.087 -0.139 -0.078
H 4.699291 0.373943 -1.600574 -0.032 0.104 0.072
H 4.775661 1.700449 1.798903 0.009 -0.047 0.073
H 4.019214 0.235658 2.499245 0.004 0.070 -0.022
H 2.402756 2.168622 2.259120 0.057 -0.153 0.093
H -0.459632 2.215471 1.855598 -0.036 -0.002 0.164
H -2.347622 0.609667 1.516930 0.007 0.013 0.014
H -4.446590 -2.669824 -1.419595 0.015 0.030 -0.064
H -5.442475 -1.239821 -1.765035 0.090 -0.068 -0.061
H -6.724517 -2.972391 -0.471871 -0.009 0.001 0.026
H -5.577007 -2.788935 0.868778 -0.069 -0.027 -0.068
```
Forces are in eV/Å.

Values from the calculation:
E_HOMO ... -8.34 eV
Orbital gap ... 8.73 eV
2S+1 ... 1
Energy relative to the best compared isomer or geometry (same formula, charge and spin) ... 0.0 kcal per mole
LUMO ... 0.4 eV

=====

Entry 3:
Here is C23H26FGeIIrN6 as an isolated structure from the OMol25 dataset. Energies are from ωB97M-V/def2-TZVPD.

```
59
Properties=species:S:1:pos:R:3:forces:R:3
Ir -0.869453 0.621043 0.744424 -1.798 -0.852 -0.514
N 1.310647 1.388113 -2.599809 -0.423 -0.748 -0.006
C 0.086936 1.334801 -1.862688 0.099 0.170 -0.470
N 0.371295 1.247723 -0.443715 0.202 -0.714 -0.011
C 1.543642 1.682104 0.181899 0.971 0.580 -0.657
N 1.652998 1.652955 1.475778 -0.287 -0.099 0.396
N 0.492657 1.177322 2.033379 0.568 -0.083 0.495
C 0.349357 0.976599 3.298609 -0.266 0.127 -0.298
C -0.997495 0.568900 3.695269 -0.045 0.091 -0.099
C -1.386420 0.453445 5.013321 0.046 0.003 0.033
C -2.721173 0.180059 5.295045 0.054 -0.003 0.146
C -3.615284 0.049923 4.255464 -0.129 -0.015 -0.088
C -3.155958 0.163427 2.946915 0.000 0.012 0.014
N -1.883999 0.399777 2.671674 0.229 0.051 -0.182
C 2.613092 2.106738 -0.681243 -0.410 -0.194 -0.349
C 3.791531 2.665661 -0.177937 0.448 0.055 -0.021
C 4.829237 2.963426 -1.027745 -0.010 0.029 0.268
C 4.711470 2.684637 -2.393486 0.007 -0.024 -0.011
C 3.560344 2.140061 -2.912612 -0.120 -0.009 0.009
C 2.478712 1.867704 -2.069285 0.256 0.354 0.228
H 1.255737 1.245743 -3.595951 0.031 0.111 0.002
H -0.520067 2.234344 -2.056983 -0.121 -0.055 0.225
H 1.162748 1.167811 3.990085 -0.049 0.015 0.013
H -0.662448 0.592246 5.804772 -0.005 0.009 0.002
H -3.051571 0.082968 6.320177 0.001 0.009 0.001
H -4.662546 -0.144100 4.438170 -0.001 -0.006 -0.014
H -3.824445 0.060979 2.103093 -0.012 -0.031 0.008
H 3.878620 2.846246 0.884491 -0.031 0.009 -0.003
H 5.737770 3.402627 -0.641254 -0.009 0.000 -0.010
H 5.538011 2.910427 -3.053921 -0.011 -0.013 -0.022
H 3.466653 1.940449 -3.972709 0.033 0.026 -0.009
C -0.412679 -3.323190 -1.662588 -0.144 0.029 -0.008
Ge 0.339633 -2.711912 0.030410 0.435 -0.100 -0.279
C 0.384774 -4.237955 1.233269 -0.078 0.065 0.183
C 2.096524 -1.884211 -0.166603 -0.050 0.081 0.066
C -0.884797 -1.450904 1.017390 0.279 0.564 0.488
H 0.082615 -4.263430 -1.910978 0.009 -0.006 0.045
H -0.271185 -2.659078 -2.512122 0.029 -0.020 -0.004
H -1.477762 -3.533431 -1.555554 -0.008 -0.003 -0.017
H 1.040620 -5.002493 0.816052 0.008 0.023 -0.030
H -0.610465 -4.666592 1.349575 0.008 -0.013 -0.006
H 0.762462 -3.959557 2.216665 0.017 -0.020 -0.002
H 2.699012 -2.421591 -0.898339 -0.028 -0.024 -0.008
H 2.626498 -1.907359 0.786494 0.001 0.014 -0.001
H 2.027709 -0.842501 -0.486543 0.043 -0.065 -0.082
H -0.649864 -1.622518 2.070150 -0.066 -0.124 -0.032
H -1.906245 -1.793545 0.844524 -0.008 0.011 -0.098
F -2.014018 2.163175 0.704468 -0.059 0.133 0.468
I -0.163085 -0.781920 -4.983460 -0.009 0.041 -0.005
C -1.405005 -0.076090 -3.494485 0.468 0.009 0.210
C -2.707408 0.221128 -3.755504 -0.169 -0.062 -0.140
C -3.570461 0.535648 -2.707140 -0.020 0.032 0.403
C -3.094120 0.463760 -1.371777 -0.403 0.217 -0.251
N -1.868021 0.189801 -1.063402 0.481 0.045 0.183
C -0.844213 0.062591 -2.112371 0.123 0.388 0.012
H -3.088795 0.161855 -4.766324 -0.003 0.017 -0.006
H -4.603742 0.790776 -2.888212 -0.004 -0.019 0.030
H -3.762734 0.669274 -0.544237 -0.059 -0.025 -0.044
H -0.205847 -0.783889 -1.852584 -0.008 0.003 -0.152
```
Forces are in eV/Å.

Values from the calculation:
E_HOMO (alpha / beta) ... -13.44 / -13.52 eV
Orbital gap (alpha / beta) ... 4.73 / 4.84 eV
2S+1 ... 2
<S²> ... 0.7814
Total charge ... +2
Energy relative to the best compared isomer or geometry (same formula, charge and spin) ... 66.9 kcal per mole
LUMO (alpha / beta) ... -8.7 / -8.7 eV

=====

Entry 4:
Here is one molecule with the formula C23H26N2O2S from the OMol25 dataset. Energies are from ωB97M-V/def2-TZVPD.

```
54
Properties=species:S:1:pos:R:3:forces:R:3
O -5.982088 -1.414671 -0.369569 0.165 0.217 0.054
C -5.253409 -0.459130 -0.138342 -0.350 -0.431 -0.107
C -3.815532 -0.573004 0.067206 0.405 -0.649 -0.019
C -3.205410 -1.772672 0.006177 -0.543 0.612 0.000
C -1.813460 -2.022520 0.185744 0.740 0.120 0.109
C -0.809717 -1.116310 0.468176 -0.520 -0.220 -0.073
N 0.388630 -1.740043 0.574712 -0.147 -0.108 0.083
C 0.208366 -3.083766 0.345553 -0.421 -0.370 -0.102
C 1.126194 -4.127989 0.336702 0.182 -0.053 0.034
C 0.647744 -5.396079 0.081725 0.144 0.039 0.016
C -0.708336 -5.626466 -0.158729 -0.193 -0.103 -0.041
C -1.622617 -4.595707 -0.149650 0.066 -0.065 0.009
C -1.167800 -3.304594 0.104197 0.331 0.247 0.055
H -2.669101 -4.783223 -0.334434 -0.118 -0.047 -0.027
H -1.040692 -6.635023 -0.354035 -0.044 -0.077 -0.020
H 1.335042 -6.228601 0.067323 0.068 -0.055 0.006
H 2.176898 -3.961721 0.522751 0.104 0.022 0.018
C 1.643653 -1.071058 0.768814 0.496 0.373 -0.404
H 2.328978 -1.730535 1.306343 -0.020 0.045 0.013
H 1.485041 -0.161060 1.351884 -0.029 -0.154 -0.005
C 2.287670 -0.658025 -0.570030 -0.101 0.361 0.548
O 2.886767 -1.745313 -1.232120 0.114 -0.252 -0.145
H 2.217894 -2.419326 -1.403417 0.030 0.035 -0.043
C 3.389431 0.382079 -0.315066 -0.319 -0.310 -0.192
N 2.851485 1.538556 0.374441 0.008 -0.037 0.045
C 2.271548 2.541587 -0.504311 -0.001 0.070 -0.242
C 3.311388 3.394743 -1.240599 -0.130 0.036 0.223
C 4.259181 4.044334 -0.235634 0.160 -0.189 -0.177
C 4.877063 2.969713 0.655240 -0.259 0.097 0.142
H 5.507620 3.424443 1.420775 0.081 -0.042 0.013
H 5.499818 2.304432 0.053214 0.095 -0.031 -0.005
C 3.760827 2.159076 1.321326 0.265 0.011 0.054
H 4.180965 1.379353 1.960791 -0.049 0.040 0.051
H 3.161935 2.826166 1.950684 0.061 0.004 0.077
H 5.040051 4.601113 -0.757728 -0.039 0.079 0.045
H 3.700708 4.749542 0.385298 -0.004 0.085 0.029
H 2.800682 4.156343 -1.831730 -0.007 -0.023 -0.089
H 3.883502 2.766967 -1.927065 0.010 0.009 -0.084
H 1.619128 2.040855 -1.222035 -0.085 0.054 0.021
H 1.650971 3.193542 0.119352 -0.069 0.026 -0.082
H 3.855161 0.616107 -1.280742 0.077 -0.029 0.045
H 4.147762 -0.093732 0.309455 0.070 0.011 0.004
H 1.502109 -0.215758 -1.203978 0.061 -0.006 0.118
H -0.876872 -0.054678 0.610928 0.021 0.217 0.039
H -3.830179 -2.632560 -0.201204 -0.134 -0.019 -0.023
H -3.263856 0.332968 0.268296 0.172 0.034 0.031
C -5.820117 0.893367 -0.056008 -0.296 0.616 0.029
C -7.143465 1.216857 -0.209878 0.353 -0.274 0.018
C -7.399190 2.592968 -0.080395 0.023 0.185 0.025
C -6.269574 3.309047 0.170760 0.388 -0.135 0.040
S -4.875109 2.317299 0.254153 -0.559 -0.114 -0.094
H -6.170271 4.367291 0.313145 -0.033 0.220 0.022
H -8.376018 3.033816 -0.169272 -0.140 0.098 -0.008
H -7.891418 0.470981 -0.409211 -0.082 -0.173 -0.033
```
Forces are in eV/Å.

Values from the calculation:
E_HOMO ... -7.72 eV
Orbital gap ... 7.53 eV
2S+1 ... 1
Energy relative to the best compared isomer or geometry (same formula, charge and spin) ... 33.3 kcal per mole
LUMO ... -0.2 eV

=====

M
In order: 832.67 492.00 797.23 394.54
Unit: g/mol
DFT total energy
In order: -3872.0158 -2290.9298 -3798.7682 -1550.2031
Unit: Eh